ORCA calculation (the ωB97M-V functional and the def2-TZVPD basis) on a molecular structure, C21H26BN6O2PtS3 in a non-equilibrium geometry.

Geometry as XYZ:
```
60
Properties=species:S:1:pos:R:3:forces:R:3:mulliken_charge:R:1
Pt -0.6597 -0.2309 0.4027 -0.1 -0.1 -1.0 1.04
C 1.4884 0.0555 -3.5308 0.1 -0.3 -0.3 -0.83
N 1.3423 1.2857 -2.7611 -0.1 0.4 0.0 0.25
C 1.1885 2.5199 -3.2948 0.0 -0.2 -0.1 -0.44
C 1.1338 3.4095 -2.2489 -0.1 0.2 0.2 -0.56
N 1.2603 2.7249 -1.0860 -0.2 -0.3 -0.4 0.29
B 1.5922 3.5124 0.2167 0.5 0.8 -0.4 0.73
N 1.2330 2.8721 1.5926 0.8 -0.4 0.7 0.18
C 2.0388 3.1084 2.6584 0.1 0.1 -1.2 -0.61
C 1.3670 2.7660 3.8065 -0.9 -0.3 0.6 -0.29
N 0.1374 2.3294 3.4345 0.5 0.4 0.5 0.25
C -0.9252 1.9060 4.3389 -0.4 0.0 0.3 -0.81
C 0.0740 2.3705 2.0780 -1.2 0.0 -0.8 -0.23
S -1.3332 1.9477 1.1907 0.4 -0.2 0.8 -0.26
C 1.3808 1.4148 -1.4048 0.2 -0.4 0.3 -0.48
S 1.6207 0.1112 -0.3324 -0.2 0.0 0.1 -0.08
H 0.7876 0.0584 -4.3631 -0.1 0.1 0.1 0.37
H 1.2998 -0.8018 -2.8933 0.0 0.0 0.0 0.29
H 2.4965 -0.0157 -3.9376 0.0 0.1 0.1 0.33
H 1.1318 2.6942 -4.3570 0.0 0.0 0.0 0.53
H 1.0323 4.4821 -2.2711 0.0 0.0 0.0 0.52
H 2.7730 3.7148 0.2095 0.1 -0.2 0.2 -0.10
H 1.0403 4.5722 0.1472 -0.3 -0.1 0.0 -0.07
H 3.0279 3.5197 2.5448 0.0 0.1 0.0 0.56
H 1.6721 2.8335 4.8384 0.0 -0.1 0.0 0.54
H -0.4901 1.6289 5.2955 0.1 0.0 0.0 0.36
H -1.4655 1.0611 3.9166 0.1 0.0 0.0 0.31
H -1.6330 2.7171 4.5112 0.1 0.1 -0.1 0.34
C -1.0952 -3.0694 3.4728 -0.2 0.2 -0.1 -1.14
S -0.4786 -2.1633 2.0349 0.9 -0.3 0.2 0.80
O -0.8860 -2.8719 0.8089 -0.2 0.0 -0.3 -0.54
C 1.2945 -2.2462 2.1733 -0.3 0.2 0.1 0.41
C 1.9349 -1.4609 3.1283 0.0 0.0 0.2 -0.31
C 3.3169 -1.4832 3.1776 0.0 0.0 0.0 -0.74
C 4.0288 -2.2690 2.2742 0.1 0.0 -0.1 -0.52
C 3.3690 -3.0664 1.3458 0.0 0.0 0.0 -0.70
C 1.9853 -3.0421 1.2672 -0.2 -0.1 0.1 -0.26
H -0.5808 -4.0314 3.4583 0.1 0.0 -0.1 0.44
H -2.1680 -3.2031 3.3373 0.0 0.1 0.0 0.46
H -0.8688 -2.5099 4.3791 0.0 0.0 0.0 0.44
H 1.3679 -0.8772 3.8463 0.0 0.0 0.0 0.39
H 3.8423 -0.8977 3.9199 0.0 0.0 0.0 0.47
H 5.1107 -2.2549 2.2927 0.0 -0.1 0.1 0.47
H 3.9264 -3.7170 0.6857 0.0 0.1 0.0 0.46
H 1.4437 -3.6492 0.5534 0.1 0.0 0.0 0.49
N -5.1452 -1.0296 -5.2574 -0.2 0.0 -0.2 -0.34
C -3.8697 -1.3721 -5.0331 0.2 -0.1 0.3 0.19
O -3.0749 -1.7750 -5.8517 -0.1 0.0 0.0 -0.54
C -3.3420 -1.1842 -3.6163 -0.2 0.2 -0.3 0.55
C -2.5341 -2.1728 -3.0692 0.1 0.1 0.2 -0.73
C -1.8889 -1.9242 -1.8745 0.0 -0.3 -0.3 -0.25
N -1.9955 -0.7396 -1.2564 0.3 0.3 0.9 -0.34
C -2.8002 0.2071 -1.7566 -0.2 0.1 -0.2 -0.15
C -3.5062 0.0147 -2.9295 0.1 -0.1 0.2 -0.62
H -5.5216 -1.1642 -6.1844 0.0 0.0 0.0 0.26
H -5.7863 -0.7625 -4.5322 0.0 -0.1 0.1 0.21
H -2.3940 -3.1193 -3.5729 0.0 0.0 0.0 0.51
H -1.2720 -2.6785 -1.4099 0.0 0.1 0.0 0.60
H -2.8780 1.1407 -1.2152 0.0 0.0 0.0 0.41
H -4.1463 0.8047 -3.2977 0.0 0.0 -0.1 0.48
```
Forces are in eV/Å.

As for the HOMO energy (alpha / beta): -16.76 / -16.74 eV. The multiplicity is 5. Its net charge is +3. Its orbital gap (alpha / beta) is 0.301 / 0.142 hartree. For the LUMO energy (alpha / beta), the calculation gives -8.57 / -12.88 eV. The expectation value of S² is 6.047.